No. 1
51
Properties=species:S:1:pos:R:3:mulliken_charge:R:1 method="wB97M-V/def2-TZVPD" charge=0 e_tot_ev=-31294.4286 gap_ev=8.6415 relative_energy_ev=2.525 smiles="COC(=O)c1ccc(/C=N/OCC(=O)NC2CCCCCCC2)cc1" e_homo_ev=-8.98
C 2.59057 -1.14896 0.16171 -0.139
C -1.81162 1.60184 1.21352 -0.295
C -6.10205 0.19847 -0.42678 -0.680
H 0.38095 -0.23773 1.24592 -0.677
C 1.17561 2.94193 -0.59207 -0.884
N 3.08748 0.13546 0.63259 -0.013
H 2.07349 -2.75991 -2.10110 0.366
H 2.40317 -0.33933 -1.79058 0.576
O -4.83015 0.79613 -0.62540 -0.309
H -0.30385 -3.57851 -1.88698 0.395
C 0.17215 -2.95803 -1.12354 -0.872
C 0.46680 -1.25216 1.63600 0.486
C -2.35920 1.87803 -1.11797 -0.546
H 3.47302 -1.74071 -0.10402 0.518
H 0.79936 -1.75141 -2.77672 0.384
C 4.25916 0.67381 0.25200 0.631
H -3.06482 1.77507 -1.92704 0.461
N 2.10530 2.59992 0.20412 -0.099
C 1.23217 -2.11424 -1.84034 -1.093
H 4.20031 2.33089 1.66189 0.248
H -0.62614 -3.09841 1.52376 0.392
H -5.98729 -0.83990 -0.10872 0.296
C -0.71550 -2.08219 1.13122 -1.212
H 2.49673 -1.71737 2.19845 0.429
H -6.65988 0.73942 0.34043 0.300
C -0.55868 2.12692 0.98512 -0.434
H -1.87448 -2.64589 -0.55202 0.372
C -0.18206 2.51828 -0.30339 1.020
H -0.82455 2.72287 -2.33959 0.397
H 0.14670 2.24556 1.79302 0.357
H 0.64814 -3.64532 -0.42523 0.379
H 1.36868 3.47260 -1.52348 0.401
C -4.02717 0.82866 0.44808 0.467
C -1.10686 2.41123 -1.34456 -0.910
O -4.34479 0.38467 1.52459 -0.611
H -0.99218 -1.15379 -0.80052 0.134
H 5.31355 2.56805 0.27450 0.330
H -2.11252 1.28289 2.19982 0.462
O 5.16494 0.07220 -0.28109 -0.668
H -1.62452 -1.64889 1.55791 0.510
C 1.75696 -0.88781 -1.09872 0.580
H 0.92661 -0.22595 -0.84754 -0.876
C 1.85459 -1.82854 1.32134 -1.452
H 1.77626 -2.89592 1.12560 0.595
H 0.36009 -1.18273 2.72109 0.368
H -6.61628 0.25165 -1.38283 0.231
C 4.34436 2.17860 0.58596 -0.487
O 3.39413 2.92437 -0.15953 -0.312
H 2.37799 0.77909 0.96479 0.323
C -2.71451 1.45468 0.16096 0.402
C -0.91019 -2.15957 -0.38463 -0.243


No. 2
36
Properties=species:S:1:pos:R:3:mulliken_charge:R:1 method="wB97M-V/def2-TZVPD" charge=+1 e_tot_ev=-94721.7735 multiplicity=2 gap_ev="8.2390 / 5.1561" relative_energy_ev=0.773 e_homo_ev="-12.88 / -12.70"
F 4.11365 -4.56264 20.20823 -0.465
H 8.66325 -1.24369 22.72307 0.309
H 3.17832 -0.78291 25.34510 0.296
F 6.64979 -6.19608 22.18098 -0.619
H 8.25896 -0.20684 24.09529 0.320
H 2.10160 -1.97234 24.34294 0.339
H 7.11060 1.08367 20.10128 0.301
C 6.84724 0.46837 19.24097 -0.640
C 3.03330 -1.42205 24.47414 -0.579
H 2.89562 -2.52018 19.64806 0.276
As 5.33590 -5.47303 21.15155 2.044
Li 5.63690 -2.18255 22.89550 1.071
H 7.08032 0.80552 18.23097 0.256
F 6.54198 -5.34849 19.83708 -0.460
H 2.69895 -2.03641 21.38382 0.180
H 8.86750 -4.83867 24.12530 0.380
Li 5.79878 -2.56462 25.79709 0.874
O 5.52900 -1.22745 21.06917 -0.601
F 4.09924 -5.48561 22.42475 -0.479
H 3.06919 -0.65669 23.69889 0.256
C 8.35085 -1.24227 23.76734 -1.017
H 9.31539 -1.55842 24.16459 0.327
O 3.55674 -0.48200 20.05480 -0.323
H 7.43979 -5.21118 23.29035 0.308
O 5.45796 0.09429 19.20688 -0.285
C 2.74050 -1.69923 20.34811 -0.557
F 5.96747 -3.86467 21.69943 -0.555
N 7.85988 -4.90131 24.15499 -0.190
F 4.90065 -7.09316 20.54022 -0.446
O 7.34156 -2.07775 24.20473 -0.785
O 4.11897 -2.35615 24.35437 -0.360
C 4.90346 -0.59764 20.21685 0.673
H 1.73477 -1.36032 20.09959 0.319
H 7.47152 -0.39593 19.46762 0.280
H 7.41869 -4.01452 24.35261 0.113
H 7.54781 -5.43230 24.95546 0.440


No. 3
44
Properties=species:S:1:pos:R:3:mulliken_charge:R:1 method="wB97M-V/def2-TZVPD" charge=+1 e_tot_ev=-25008.2730 gap_ev=9.7658 relative_energy_ev=3.645 e_homo_ev=-12.24
H 1.18371 -0.52415 -0.35894 0.401
N -0.95283 -0.83150 2.34973 -0.169
H -2.21072 3.27022 -0.18173 0.254
H 1.77355 -1.52176 -3.43443 0.273
O 3.59138 1.05406 0.58452 -0.558
H -1.15539 2.34020 1.68346 0.238
H 0.41896 0.60363 0.76006 0.316
H -2.52115 2.57170 -1.51949 0.187
H -2.56670 -0.37231 0.00448 0.444
C -0.21023 -1.53838 1.20194 -0.354
H 1.53174 -1.92536 2.33711 0.345
H -4.02414 -0.20094 0.75288 0.269
H 3.86841 1.89851 0.99924 0.279
O 0.27115 1.50669 -2.87536 -0.509
H -0.56222 -0.79819 -1.52387 0.293
H 3.74470 -2.52972 -0.21118 0.358
H 1.21147 -3.73549 -0.13570 0.375
H -1.58038 -1.30426 3.00600 0.361
H -1.69921 -0.37454 1.79747 0.267
C 2.77830 -2.33437 0.22545 -0.764
N -0.74237 -0.12856 -0.77930 0.007
O 0.34581 3.06299 0.51998 -0.559
H 0.79553 -2.87417 -3.24677 0.279
C 0.84368 -2.47681 1.67492 -0.908
H 0.84570 1.19073 -3.56156 0.225
H -2.70428 -0.05441 -2.08242 0.313
H 0.23346 2.46797 -3.05562 0.285
O -1.85249 2.65133 -0.84661 -0.436
O 1.14980 -2.05316 -2.91839 -0.556
H -2.67933 1.42406 -2.39921 0.311
H -0.60296 0.80308 -1.15773 -0.335
H 0.73771 2.84583 -0.35199 0.261
O -3.19640 -0.69062 0.67572 -0.648
H -0.99493 -1.99560 0.58695 0.400
O -1.22392 1.83853 2.50982 -0.587
H 1.12194 3.23916 1.06700 0.267
C 1.63543 -2.94602 0.48176 -0.197
H 3.16469 -1.54794 0.89121 0.166
H 0.47858 -3.29331 2.30671 0.442
C 0.29721 -0.35823 0.24369 -0.371
O -3.26843 0.67078 -2.35153 -0.627
H 4.45363 0.84112 0.19076 0.302
H -0.31606 -0.22334 2.85311 0.389
H -1.41239 2.35254 3.28787 0.267


No. 4
29
Properties=species:S:1:pos:R:3:mulliken_charge:R:1 method="wB97M-V/def2-TZVPD" charge=-1 e_tot_ev=-96693.0536 gap_ev=6.2553 e_homo_ev=-4.28
O -0.58758 1.79710 3.01175 -0.664
C -0.65541 2.30778 5.30653 0.716
H 0.84693 0.73736 -4.67609 0.404
N -1.03383 -2.10065 0.30742 -0.370
H -3.16786 -2.90200 -0.85606 0.253
F -0.08657 3.52233 5.16174 -0.276
N -2.72879 -2.16009 -1.37610 -0.516
Cs 1.11560 -1.26663 2.82355 0.956
H 2.70242 1.04319 -2.37898 0.426
H -0.29801 -0.48651 -4.16848 0.282
H 1.95113 0.13785 -0.54097 0.219
C -1.50396 -1.76207 -0.81656 0.177
F -1.99029 2.50931 5.34532 -0.275
N 1.06922 -0.35640 -0.47742 -0.378
H 1.43397 -0.78467 -3.98485 0.290
H 1.59238 2.11501 -1.49969 0.414
F -0.29683 1.85084 6.50857 -0.264
Br 3.18529 -3.63593 3.05331 -0.972
C 0.35804 -0.20242 -1.51128 0.036
N 0.61855 0.63604 -2.61370 0.049
C -0.27263 1.35513 4.12239 0.587
O 0.29741 0.27681 4.44589 -0.816
H -1.61490 -2.79967 0.76062 0.148
C 0.65105 -0.01829 -3.91797 -0.982
H -2.68984 -2.36899 -2.36203 0.206
N -0.87181 -0.85933 -1.68445 -0.073
H -1.49894 -0.39047 -2.31396 0.306
C 1.72829 1.55050 -2.41953 -1.169
H 1.74695 2.25486 -3.24897 0.285


No. 5
83
Properties=species:S:1:pos:R:3:mulliken_charge:R:1 method="wB97M-V/def2-TZVPD" charge=+2 e_tot_ev=-147312.9756 multiplicity=8 gap_ev="4.6122 / 4.6579" e_homo_ev="-11.77 / -11.77"
P -2.66294 -2.90634 -3.87239 -0.196
H 2.13084 1.52358 5.24504 0.195
H -2.40610 -3.35256 -1.53507 0.300
C 0.93734 2.73982 -2.07281 -0.600
H 2.56158 1.86863 -0.97168 0.494
C -1.28368 6.85151 -4.94826 -0.364
C -0.10875 1.30265 -3.77311 -0.499
O 2.22800 4.65712 4.82022 -0.580
H 2.38256 -3.65302 0.62717 0.393
H 1.91480 -1.39826 0.38597 0.298
C -0.15464 3.89255 1.45886 -0.206
H 5.06149 -1.83643 -0.14765 0.332
C 0.38776 1.66059 1.57453 -0.493
C -1.03298 7.55490 -6.13856 -0.370
H -0.69624 4.68965 0.94784 0.344
H -0.74289 -5.37597 -3.31630 0.372
H 6.15850 -0.47972 -0.49264 0.397
H 0.68008 -0.68033 -3.96425 0.612
H -3.35574 -0.41206 -6.56906 0.394
H 3.53784 -3.33462 -0.67471 0.332
H -0.73188 8.60092 -6.11410 0.384
H 3.90136 -2.40325 -3.18757 0.706
H -0.39665 -2.56661 -4.56562 0.148
C -0.85730 3.63516 -3.48413 0.040
C -0.47299 -4.69366 -4.12847 -1.481
C 1.59850 0.43899 -2.32091 0.223
C -3.05813 -1.37994 -6.15703 -1.314
H -0.94372 -5.05058 -5.05019 0.397
C 2.01976 3.47481 4.54713 0.305
C 0.71782 0.25518 -3.40289 -0.637
H -1.87846 -0.70741 -4.42796 -1.198
C 1.87798 -1.92305 -0.58207 0.289
H -0.87862 1.17674 -4.54105 0.636
Br -1.11040 -0.01890 -0.96194 -0.473
C -1.58474 5.48377 -5.05189 0.422
N -1.11745 6.98889 -7.33964 -0.519
C 3.58108 -0.66287 -4.47318 -1.211
C -0.84874 -3.24234 -3.82048 0.964
C -3.15768 -2.78812 -2.11083 0.113
H 3.81039 0.31980 -0.10521 0.392
H -2.16576 -1.70282 -6.70343 0.327
H 3.58808 -1.14649 -5.45724 0.413
H 0.60959 -4.76931 -4.26091 0.385
H 2.91515 0.20129 -4.56554 0.275
C 4.11907 -0.10389 -1.07420 -0.694
C 0.59458 4.16185 2.63266 -0.643
H 0.99292 3.71467 -1.58325 0.504
C 3.14216 -1.65588 -3.40054 -0.654
H -1.15197 7.33685 -3.98255 0.407
C 1.24253 3.11024 3.30210 0.800
H -5.32117 -2.86715 -2.45025 0.338
H 1.69980 0.95630 3.13231 0.316
C -1.47724 5.71402 -7.45132 -0.363
C 5.29741 -1.04756 -0.87183 -1.299
N -0.25076 2.66297 0.93572 0.097
Eu -2.02919 2.69599 -1.62022 1.125
H 4.58940 -0.25273 -4.29546 0.358
H 5.60040 -1.54114 -1.80620 0.354
H 4.39232 0.73122 -1.73362 0.479
H 0.80790 -1.92618 -0.85844 -0.019
H 2.24318 -2.17872 -3.73839 0.370
H 2.85226 2.73600 6.21958 0.283
H -1.53776 5.28501 -8.44892 0.379
C 2.47513 -3.33333 -0.42018 -1.298
H -0.52348 -2.94351 -2.81226 -0.589
C 1.17935 1.82454 2.73596 -0.792
C 0.03846 2.57511 -3.15402 -0.285
C -4.54050 -3.42507 -1.92923 -1.350
H -3.11533 -1.73215 -1.80533 -0.125
C -1.55492 4.57426 -3.91507 -0.179
H -4.80666 -3.47379 -0.87304 0.387
C -2.80516 -1.25686 -4.64486 0.983
C 1.77015 1.69673 -1.71612 -0.896
H -1.96696 3.85838 -6.44166 0.442
H 0.24419 0.67551 1.13663 0.359
H -3.65020 -0.75279 -4.14990 0.485
H -3.85827 -2.09425 -6.37979 0.404
H 0.64682 5.18592 2.99340 0.458
N 2.52641 2.44745 5.30763 -0.382
H -4.54720 -4.44375 -2.32569 0.362
C -1.74664 4.91674 -6.33162 -0.452
H 1.96472 -4.08318 -1.03308 0.342
P 2.69057 -0.90121 -1.81682 1.249


> Which value of charge does entry 3 give?

+1